43
Properties=species:S:1:pos:R:3:mulliken_charge:R:1 method="wB97M-V/def2-TZVPD" relative_energy_ev=2.638 charge=-1 homo_energy_ev=-2.60 lumo_energy_ev=1.3 homo_lumo_gap_ev=3.9
K -2.75 1.55 0.71 0.92
C -1.43 2.73 -3.93 -0.98
C -0.44 2.16 -4.79 0.55
C 0.95 1.56 -4.12 0.81
O 1.82 1.24 -4.94 -0.74
C 1.04 1.52 -2.70 -0.78
C 0.04 2.08 -1.93 0.15
C -1.19 2.75 -2.52 0.51
O -2.23 3.06 -1.82 -0.83
O 0.26 2.08 -0.63 -0.68
O -0.50 2.01 -5.96 -0.65
H -2.37 3.06 -4.33 0.39
H 1.99 1.18 -2.31 0.45
C 0.85 2.04 4.19 -0.50
C 1.16 0.84 5.13 -0.56
C 0.62 -0.52 4.63 -0.81
S 0.36 -0.19 2.76 1.21
O -1.07 -0.04 2.45 -0.66
O 1.17 -1.16 2.06 -0.64
C 1.10 1.52 2.78 -0.78
H 1.44 2.92 4.43 0.35
H -0.20 2.31 4.07 0.28
H 0.76 1.07 6.12 0.35
H 2.23 0.63 5.18 0.28
H -0.41 -0.78 4.89 0.35
H 1.25 -1.40 4.74 0.34
H 0.67 2.03 1.92 0.43
H 2.18 1.38 2.69 0.33
C 0.69 -2.97 -1.21 -0.80
C -0.51 -3.51 -0.47 -0.43
C -1.73 -3.15 -1.29 -0.77
S -1.29 -1.43 -1.87 0.92
O -2.03 -0.50 -1.03 -0.48
O -1.37 -1.32 -3.33 -0.63
C 0.48 -1.44 -1.41 -0.06
H 0.78 -3.31 -2.24 0.37
H 1.59 -3.17 -0.63 0.35
H -0.40 -3.17 0.55 0.15
H -0.42 -4.59 -0.35 0.36
H -2.67 -3.28 -0.76 0.37
H -1.83 -3.88 -2.09 0.35
H 0.36 -0.94 -0.45 -0.04
H 1.06 -0.94 -2.19 0.27


10
Properties=species:S:1:pos:R:3:nbo_charge:R:1 method="wB97M-V/def2-TZVPD" relative_energy_ev=2.989 homo_energy_ev=-9.48 lumo_energy_ev=-0.8 homo_lumo_gap_ev=8.7
C -0.66 0.47 -0.32 -0.20
C 0.48 -0.19 0.53 0.01
O -0.46 0.05 -2.25 -0.75
O 0.29 -0.16 1.86 -0.77
I -2.48 -0.41 0.30 0.23
I 2.42 1.01 0.11 0.04
I 0.70 -2.23 -0.08 0.20
H -0.57 1.58 -0.47 0.25
H -0.01 -0.77 -2.16 0.45
H 0.29 0.64 2.49 0.53


93
Properties=species:S:1:pos:R:3:mulliken_charge:R:1 method="wB97M-V/def2-TZVPD" spin_multiplicity=5 relative_energy_ev=0.569 charge=+3 homo_energy_ev="-15.27 / -15.79" lumo_energy_ev="-7.2 / -10.7" homo_lumo_gap_ev="8.1 / 5.1"
Os -0.12 -0.30 0.24 1.67
N 0.51 -3.17 -0.78 0.23
P -0.98 -2.35 -0.71 -0.14
C -1.76 -2.54 -2.31 0.63
C -2.03 -3.83 -2.79 -0.59
C -2.66 -3.98 -4.01 -0.85
C -3.04 -2.86 -4.74 -0.57
C -2.78 -1.58 -4.26 -0.64
C -2.14 -1.42 -3.04 -0.10
C -1.98 -3.34 0.42 0.50
C -3.36 -3.13 0.42 -0.56
C -4.17 -3.87 1.28 -0.60
C -3.61 -4.82 2.12 -0.68
C -2.24 -5.04 2.11 -0.66
C -1.42 -4.29 1.27 -0.65
C 1.72 -2.51 -0.67 0.47
C 2.90 -3.16 -1.00 -0.87
C 4.10 -2.50 -0.88 -0.33
C 4.11 -1.17 -0.44 -0.91
C 2.92 -0.58 -0.15 0.02
N 1.71 -1.22 -0.25 0.09
H 0.56 -4.09 -1.19 0.36
H -1.77 -4.71 -2.21 0.36
H -2.85 -4.97 -4.39 0.45
H -3.54 -2.98 -5.69 0.43
H -3.07 -0.71 -4.84 0.47
H -1.92 -0.43 -2.66 0.37
H -3.81 -2.41 -0.25 0.49
H -5.24 -3.72 1.27 0.50
H -4.25 -5.41 2.77 0.44
H -1.81 -5.80 2.75 0.50
H -0.35 -4.47 1.25 0.66
H 2.86 -4.18 -1.36 0.43
H 5.02 -2.99 -1.14 0.46
H 5.02 -0.61 -0.34 0.47
H 2.89 0.45 0.17 0.22
Cl -0.20 3.01 0.97 -0.18
C 0.73 1.65 0.29 -1.10
H 1.61 1.58 0.92 0.50
H 1.04 1.92 -0.72 0.53
C -6.89 1.99 -2.99 -1.82
C -6.12 1.72 -1.69 2.44
C -5.25 0.47 -1.92 -2.10
C -7.13 1.39 -0.58 -1.67
C -5.25 2.97 -1.32 1.40
O -4.08 3.03 -2.14 -0.61
C -5.94 4.36 -1.51 -1.51
C -6.88 4.99 -0.45 -1.17
C -8.31 4.60 -0.39 0.36
C -9.11 4.65 -1.57 0.02
C -10.44 4.40 -1.52 -0.87
C -11.04 4.09 -0.26 0.52
Cl -12.67 3.81 -0.18 -0.02
C -10.26 4.03 0.93 -0.73
C -8.93 4.28 0.86 -0.10
C -4.69 2.95 0.10 -2.50
N -3.75 1.85 0.37 1.17
C -2.56 1.63 -0.16 -0.19
N -2.03 0.55 0.40 -0.10
C -2.98 0.14 1.31 -0.83
N -4.03 0.91 1.33 -0.88
H -7.38 1.07 -3.32 0.52
H -6.24 2.33 -3.81 0.34
H -7.68 2.74 -2.86 0.39
H -5.86 -0.30 -2.40 0.64
H -4.90 0.03 -0.98 0.13
H -4.40 0.67 -2.56 0.35
H -7.76 0.55 -0.91 0.52
H -7.80 2.23 -0.37 0.13
H -6.64 1.09 0.35 0.35
H -4.31 3.26 -3.04 0.50
H -6.43 4.38 -2.49 0.83
H -5.10 5.04 -1.58 0.41
H -6.92 6.06 -0.72 0.43
H -6.44 4.95 0.55 0.48
H -8.66 4.93 -2.52 0.54
H -11.06 4.45 -2.41 0.46
H -10.74 3.79 1.88 0.46
H -8.33 4.25 1.76 0.43
H -5.47 2.86 0.85 0.56
H -4.14 3.88 0.27 0.51
H -2.14 2.24 -0.95 0.74
H -2.86 -0.72 1.95 0.65
C 0.13 -0.67 4.86 -1.11
S -0.24 -1.84 3.57 0.50
C 1.11 -2.97 3.87 -1.02
O 0.13 -1.12 2.28 -0.67
H 0.07 -1.20 5.82 0.46
H -0.63 0.11 4.83 0.37
H 1.12 -0.27 4.70 0.36
H 0.97 -3.40 4.87 0.49
H 2.05 -2.42 3.81 0.38
H 1.07 -3.76 3.12 0.25


11
Properties=species:S:1:pos:R:3:nbo_charge:R:1 method="wB97M-V/def2-TZVPD" relative_energy_ev=2.336 homo_energy_ev=-8.88 lumo_energy_ev=0.7 homo_lumo_gap_ev=9.6
O 3.06 -0.53 -0.17 -0.57
N 2.45 0.72 -0.11 -0.14
C 1.16 0.62 0.01 -0.18
S 0.23 -0.81 0.23 0.31
C -1.35 -0.08 0.43 -0.41
C -2.36 -0.47 -0.34 -0.17
Cl -3.98 0.07 -0.05 0.00
H 3.99 -0.29 -0.20 0.48
H 0.62 1.56 -0.09 0.22
H -1.48 0.47 1.35 0.24
H -2.34 -1.26 -1.07 0.23


125
Properties=species:S:1:pos:R:3:mulliken_charge:R:1 method="wB97M-V/def2-TZVPD" charge=-2 homo_energy_ev=-0.21 lumo_energy_ev=2.3 homo_lumo_gap_ev=2.5
C 1.29 -2.80 5.43 -0.66
C 0.49 -2.06 4.22 0.78
P 0.53 -0.19 4.63 -0.82
C -1.04 0.70 4.10 -0.27
C -2.16 0.54 5.26 0.45
O -2.60 1.59 5.86 -0.63
O -2.65 -0.71 5.57 -0.73
C 2.11 0.60 3.93 0.95
C 3.36 0.00 4.76 -0.85
H 2.41 -2.65 5.19 0.08
H 1.09 -2.22 6.39 0.30
H 1.03 -3.90 5.51 0.23
H 1.06 -2.26 3.23 0.01
H -0.59 -2.43 4.14 -0.86
H -1.45 0.14 3.19 0.01
H 2.26 0.31 2.83 0.08
H 2.10 1.75 3.96 -0.55
H 3.05 -0.57 5.70 0.41
H 4.03 0.88 5.08 0.23
H 3.89 -0.75 4.09 0.01
C -4.41 0.47 6.91 1.63
Cl -4.62 2.17 7.37 -0.21
Cl -4.40 -0.57 8.35 -0.24
Cl -5.65 -0.04 5.77 -0.21
H -3.44 0.38 6.42 -0.98
C 3.42 3.34 1.61 0.83
Cl 4.44 4.56 0.82 -0.13
Cl 4.37 1.94 2.11 -0.10
Cl 2.59 4.00 3.01 -0.09
H 2.67 3.01 0.90 -0.61
C 0.77 4.42 -1.30 -0.24
Cl -0.03 4.32 -2.88 -0.20
Cl 0.70 2.86 -0.49 -0.06
Cl 2.45 4.97 -1.50 0.01
H 0.24 5.15 -0.70 0.42
C 2.90 -0.36 -2.24 -0.10
Cl 3.26 1.37 -2.27 -0.02
Cl 2.73 -0.94 -0.58 0.08
Cl 1.44 -0.71 -3.18 -0.04
H 3.74 -0.89 -2.70 0.07
C -3.94 3.24 3.87 1.25
Cl -2.22 3.32 3.56 -0.06
Cl -4.65 4.81 4.32 -0.23
Cl -4.78 2.57 2.46 -0.20
H -4.09 2.57 4.71 -0.88
C -2.67 -4.03 4.27 0.84
Cl -4.13 -3.78 5.24 -0.10
Cl -1.95 -5.61 4.62 -0.13
Cl -3.03 -3.89 2.54 -0.02
H -1.95 -3.25 4.53 -0.43
C 5.43 -3.41 1.87 -0.14
Cl 5.43 -3.42 0.09 -0.13
Cl 6.39 -2.05 2.48 -0.13
Cl 3.78 -3.32 2.48 -0.02
H 5.88 -4.33 2.22 0.37
C -4.71 -3.58 -1.39 -0.12
Cl -5.54 -4.70 -0.30 -0.12
Cl -3.30 -2.87 -0.61 -0.03
Cl -4.24 -4.41 -2.88 0.13
H -5.40 -2.78 -1.65 0.22
C 5.00 0.89 -5.64 0.35
Cl 4.21 0.82 -7.22 -0.14
Cl 4.91 -0.68 -4.83 -0.12
Cl 6.68 1.42 -5.81 -0.10
H 4.47 1.62 -5.03 0.02
C 1.11 4.91 7.10 -0.04
Cl 2.86 4.90 6.78 -0.15
Cl 0.56 6.55 7.48 -0.17
Cl 0.22 4.24 5.73 0.04
H 0.93 4.28 7.97 0.30
C -0.91 -4.10 -2.76 -0.32
Cl -1.75 -5.07 -1.54 -0.09
Cl -2.04 -3.00 -3.56 -0.09
Cl 0.42 -3.20 -2.03 0.16
H -0.50 -4.77 -3.51 0.34
C 8.56 2.73 -2.29 -0.02
Cl 7.09 1.78 -2.03 0.02
Cl 9.50 2.84 -0.80 -0.13
Cl 9.53 2.03 -3.59 -0.14
H 8.27 3.74 -2.58 0.28
C 4.40 8.92 -1.92 -0.07
Cl 3.24 9.90 -1.02 -0.13
Cl 4.61 7.34 -1.15 -0.02
Cl 3.89 8.73 -3.60 -0.11
H 5.36 9.43 -1.91 0.32
C -5.69 7.31 1.71 0.36
Cl -3.96 7.48 1.40 -0.10
Cl -6.40 8.86 2.16 -0.16
Cl -6.51 6.63 0.30 -0.14
H -5.82 6.62 2.54 0.02
C 2.17 -6.81 -0.79 -0.19
Cl 2.17 -6.82 -2.56 -0.14
Cl 3.14 -5.46 -0.18 0.00
Cl 0.52 -6.73 -0.16 -0.07
H 2.62 -7.74 -0.44 0.36
C -4.15 -7.62 -5.55 0.11
Cl -3.77 -9.10 -4.67 -0.13
Cl -2.97 -6.35 -5.18 0.04
Cl -4.20 -7.92 -7.30 -0.15
H -5.13 -7.27 -5.24 0.12
C -6.79 -2.77 -5.30 -0.16
Cl -5.25 -1.94 -5.56 -0.09
Cl -6.59 -4.52 -5.48 -0.08
Cl -7.44 -2.39 -3.70 -0.11
H -7.50 -2.43 -6.05 0.41
C 0.57 5.79 -6.21 0.74
Cl 2.28 5.52 -6.59 -0.13
Cl 0.25 7.51 -5.95 -0.13
Cl -0.46 5.15 -7.50 -0.10
H 0.34 5.26 -5.29 -0.33
C -0.79 -5.20 8.77 -0.10
Cl 0.53 -4.13 9.24 -0.13
Cl -1.92 -4.36 7.69 0.01
Cl -0.16 -6.66 7.99 -0.15
H -1.33 -5.49 9.66 0.35
C -1.77 -4.20 -8.53 -0.03
Cl -3.05 -3.43 -7.58 -0.01
Cl -1.19 -3.11 -9.79 -0.13
Cl -0.44 -4.71 -7.48 -0.10
H -2.19 -5.09 -9.00 0.26
C -2.22 2.77 -10.46 0.26
Cl -3.40 2.31 -9.23 -0.11
Cl -1.20 1.38 -10.89 -0.11
Cl -3.03 3.41 -11.90 -0.14
H -1.58 3.55 -10.06 0.09


14
Properties=species:S:1:pos:R:3:nbo_charge:R:1 method="wB97M-V/def2-TZVPD" relative_energy_ev=2.083 charge=+2 homo_energy_ev=-19.83 lumo_energy_ev=-8.4 homo_lumo_gap_ev=11.4
C 0.73 -0.04 -0.74 -0.12
C 1.73 -0.02 -0.03 0.09
C -2.20 0.99 0.67 0.09
C -2.45 -0.72 -1.04 0.05
N -2.28 0.15 -0.21 -0.23
N 2.85 -0.01 0.77 -0.70
H -2.93 0.98 1.46 0.28
H -1.30 1.58 0.61 0.25
H -2.23 -1.85 -0.94 0.29
H -2.89 -0.34 -2.01 0.28
H 0.06 -0.17 -1.57 0.27
H 2.74 -0.19 1.76 0.48
H 3.29 0.88 0.56 0.49
H 3.48 -0.80 0.61 0.49


171
Properties=species:S:1:pos:R:3:mulliken_charge:R:1 method="wB97M-V/def2-TZVPD" homo_energy_ev=-8.76 lumo_energy_ev=0.2 smiles="COC[C@H](C)N.COC[C@H](C)N.COC[C@H](C)N.COC[C@H](C)N.COC[C@H](C)N.COC[C@H](C)N.COC[C@H](C)N.COC[C@H](C)N.NC(N)=O.CCO.CCO.CCO" homo_lumo_gap_ev=9.0
C -24.82 -16.08 -1.80 -0.66
O -24.84 -17.48 -1.27 -0.31
C -26.10 -17.68 -0.60 -0.57
C -26.12 -19.11 0.01 0.33
C -27.45 -19.53 0.77 -1.38
N -25.12 -19.05 1.14 -0.64
H -25.66 -15.94 -2.48 0.30
H -23.82 -15.99 -2.22 0.26
H -24.97 -15.31 -1.04 0.25
H -26.33 -16.97 0.19 0.28
H -26.97 -17.69 -1.26 0.35
H -25.82 -19.91 -0.67 0.28
H -27.71 -18.82 1.56 0.35
H -27.29 -20.50 1.24 0.38
H -28.29 -19.65 0.08 0.37
H -24.22 -18.98 0.68 0.23
H -25.21 -19.86 1.73 0.19
C -11.81 -21.26 2.62 -0.75
O -13.16 -21.52 2.17 -0.29
C -14.31 -20.81 2.73 -0.57
C -15.59 -21.15 1.89 0.21
C -16.88 -21.04 2.69 -1.36
N -15.47 -22.59 1.70 -0.74
H -11.93 -21.14 3.69 0.30
H -11.49 -20.27 2.31 0.29
H -11.03 -22.00 2.41 0.25
H -14.48 -21.17 3.75 0.32
H -14.10 -19.74 2.76 0.38
H -15.58 -20.66 0.92 0.35
H -17.79 -21.37 2.20 0.37
H -17.05 -19.98 2.87 0.34
H -16.86 -21.48 3.68 0.31
H -15.27 -23.13 2.52 0.28
H -14.70 -22.64 1.05 0.32
C -24.70 -11.42 17.66 -0.78
O -24.37 -11.22 16.35 -0.37
C -24.31 -9.86 15.85 -0.70
C -24.01 -9.99 14.35 0.70
C -24.01 -8.70 13.57 -1.56
N -24.91 -10.92 13.72 -0.67
H -24.44 -10.54 18.26 0.32
H -24.23 -12.33 18.02 0.24
H -25.76 -11.59 17.83 0.29
H -25.33 -9.49 15.95 0.30
H -23.51 -9.31 16.34 0.42
H -23.02 -10.42 14.20 0.15
H -24.73 -7.97 13.94 0.37
H -24.10 -8.80 12.49 0.42
H -23.14 -8.10 13.84 0.39
H -25.36 -11.48 14.43 0.26
H -25.64 -10.46 13.18 0.22
C -23.55 -25.08 4.03 -0.80
O -23.01 -25.69 2.88 -0.30
C -23.56 -25.39 1.61 -0.68
C -22.75 -25.83 0.44 0.21
C -22.41 -27.40 0.35 -1.19
N -21.48 -25.24 0.52 -0.65
H -24.64 -25.10 4.04 0.31
H -23.06 -24.12 4.15 0.31
H -23.12 -25.69 4.82 0.24
H -24.59 -25.74 1.57 0.40
H -23.72 -24.31 1.59 0.39
H -23.26 -25.59 -0.49 0.30
H -22.03 -27.84 -0.56 0.35
H -23.34 -27.93 0.58 0.33
H -21.79 -27.73 1.18 0.28
H -21.01 -25.53 1.37 0.27
H -21.37 -24.24 0.50 0.23
C -19.95 -5.34 8.17 -0.70
O -19.61 -6.58 8.69 -0.33
C -18.43 -7.10 8.00 -0.80
C -18.68 -7.75 6.65 0.78
C -17.60 -8.79 6.48 -1.58
N -18.70 -6.98 5.39 -0.71
H -20.72 -5.11 8.91 0.25
H -20.46 -5.37 7.21 0.24
H -19.15 -4.60 8.18 0.31
H -17.63 -6.36 7.96 0.42
H -18.03 -7.88 8.64 0.31
H -19.62 -8.29 6.62 0.21
H -16.65 -8.31 6.21 0.35
H -17.96 -9.50 5.74 0.40
H -17.51 -9.37 7.40 0.40
H -19.01 -7.55 4.62 0.24
H -19.28 -6.16 5.46 0.22
C -18.01 -8.14 16.07 -0.70
O -17.99 -9.15 17.08 -0.30
C -18.20 -10.44 16.77 -0.53
C -18.60 -11.38 17.97 0.52
C -17.57 -11.42 19.12 -1.41
N -18.89 -12.79 17.66 -0.73
H -18.96 -8.00 15.55 0.24
H -17.23 -8.40 15.36 0.32
H -17.66 -7.27 16.63 0.25
H -19.01 -10.65 16.08 0.25
H -17.34 -10.87 16.25 0.29
H -19.51 -11.00 18.43 0.26
H -17.72 -10.49 19.67 0.34
H -16.61 -11.32 18.61 0.31
H -17.61 -12.30 19.75 0.41
H -18.01 -13.22 17.43 0.24
H -19.39 -12.94 16.79 0.23
C -19.71 -13.97 9.49 -0.77
O -18.78 -14.80 8.85 -0.35
C -19.24 -15.42 7.61 -0.65
C -20.62 -16.21 7.73 0.50
C -20.44 -17.32 8.72 -1.46
N -20.89 -16.91 6.50 -0.72
H -20.52 -13.52 8.93 0.31
H -19.36 -13.21 10.19 0.31
H -20.26 -14.62 10.16 0.25
H -19.45 -14.69 6.83 0.32
H -18.40 -16.04 7.29 0.34
H -21.51 -15.68 8.06 0.34
H -19.42 -17.68 8.61 0.29
H -21.26 -18.03 8.62 0.49
H -20.51 -16.92 9.73 0.29
H -21.43 -17.74 6.71 0.25
H -21.47 -16.27 5.98 0.25
C -18.19 -24.33 11.18 -0.72
O -17.18 -24.67 12.07 -0.31
C -16.47 -23.74 12.86 -0.56
C -15.56 -24.36 13.97 0.38
C -16.44 -24.91 15.18 -1.28
N -14.45 -23.47 14.36 -0.64
H -18.07 -23.42 10.58 0.30
H -19.15 -24.25 11.70 0.29
H -18.29 -25.19 10.52 0.24
H -15.79 -23.09 12.29 0.29
H -17.16 -23.15 13.47 0.25
H -15.09 -25.18 13.42 0.24
H -17.21 -25.55 14.77 0.33
H -17.00 -24.12 15.69 0.34
H -15.91 -25.41 16.00 0.35
H -14.14 -22.97 13.53 0.24
H -14.66 -22.73 15.01 0.24
N -15.47 -15.65 13.82 -0.36
C -14.54 -14.93 14.46 0.69
N -14.32 -15.50 15.60 -0.39
O -14.05 -13.87 14.12 -0.63
H -15.49 -16.61 14.14 0.14
H -16.04 -15.38 13.03 0.18
H -13.57 -15.19 16.19 0.22
H -14.69 -16.42 15.78 0.15
C -19.49 -14.63 0.64 -0.99
C -18.24 -15.33 0.35 -0.17
O -18.31 -16.01 -0.89 -0.52
H -20.33 -15.14 0.18 0.27
H -19.59 -13.64 0.20 0.29
H -19.53 -14.44 1.71 0.28
H -18.15 -16.15 1.07 0.18
H -17.33 -14.80 0.64 0.35
H -17.40 -16.11 -1.18 0.30
C -23.97 -11.95 4.41 -0.96
C -24.80 -12.96 3.54 -0.20
O -24.24 -14.20 3.58 -0.52
H -24.14 -12.21 5.45 0.25
H -24.41 -10.99 4.12 0.32
H -22.88 -11.97 4.31 0.29
H -24.81 -12.66 2.49 0.26
H -25.85 -13.07 3.84 0.28
H -24.64 -14.87 3.01 0.27
C -27.55 -17.02 8.52 -0.97
C -27.05 -16.71 9.95 -0.21
O -27.95 -17.27 10.81 -0.51
H -27.01 -16.45 7.76 0.29
H -28.62 -16.88 8.40 0.32
H -27.44 -18.09 8.30 0.26
H -27.02 -15.63 9.99 0.24
H -26.06 -17.16 10.01 0.25
H -28.78 -16.80 10.79 0.32